{"formula": "C2H2BrN", "method": "wB97M-V/def2-TZVPD", "elements": ["C", "C", "N", "Br", "H", "H"], "positions_angstrom": [[-0.11617, -1.78601, -0.84842], [-1.18963, 1.76699, 0.55252], [-1.20929, -1.51184, -0.61634], [-2.70117, 1.53233, 1.49952], [0.93941, -1.90953, -1.06477], [-0.44442, 1.80290, 1.33538]], "forces_ev_per_a": [[-0.0045, 0.5002, 0.0273], [0.2943, 0.1663, -1.0302], [0.6609, -0.3752, -0.1117], [-0.9169, -0.1586, 0.4816], [-0.6617, -0.1200, 0.1096], [0.6279, -0.0128, 0.5234]], "e_above_lowest_kcal_mol": 91.4, "homo_ha": -0.3278, "homo_lumo_gap_ha": 0.2989, "e_lumo_ev": -0.786, "total_charge": 0, "fmax_ev_per_a": 1.084}



{"formula": "C4H13N3", "method": "wB97M-V/def2-TZVPD", "elements": ["C", "C", "C", "N", "C", "N", "N", "H", "H", "H", "H", "H", "H", "H", "H", "H", "H", "H", "H", "H"], "positions_angstrom": [[1.46589, -2.02577, 0.24144], [0.28623, -1.20928, -0.38354], [-0.83024, -1.91951, -0.97612], [0.29709, 0.09698, -0.12837], [-0.72395, 1.01717, -0.31415], [-0.82671, 1.93431, 0.80050], [0.44780, 2.59845, 0.96020], [1.62349, -2.81493, -0.42895], [1.24077, -2.47935, 1.22936], [2.51251, -1.47832, 0.30207], [-1.01758, -1.67864, -2.12016], [-1.85061, -1.63765, -0.53575], [-0.67815, -3.02609, -0.84043], [1.20098, 0.36427, 0.14059], [-0.60588, 1.45860, -1.35918], [-1.68787, 0.45660, -0.45217], [-1.74144, 2.53457, 0.89752], [-0.85740, 1.23320, 1.59599], [0.45230, 3.07435, 1.97612], [0.35030, 3.38415, 0.38680]], "forces_ev_per_a": [[1.1530, 2.2996, -0.5307], [0.9916, 0.2581, 2.4074], [-2.0667, -0.7587, -1.5511], [0.6422, -3.4994, -0.0495], [-2.7963, -0.0685, -4.6808], [-1.0453, -0.5816, 2.7195], [-0.3745, 0.8002, 3.8158], [0.3307, -1.4169, -0.8774], [-0.3639, 0.5610, -0.4895], [-2.3333, -0.6690, -0.0023], [0.7765, -0.4612, 2.0603], [1.3737, -0.3127, -0.2835], [-0.3049, 1.1670, -0.3596], [1.4018, 1.2904, 0.7781], [-0.0456, 0.5294, 1.6190], [0.6821, 0.5782, 0.5759], [1.8291, -1.1361, -0.6956], [-0.3067, 1.2329, -0.3791], [0.0780, -1.5425, -2.5443], [0.3784, 1.7297, -1.5325]], "e_above_lowest_kcal_mol": 94.1, "homo_ha": -0.7595, "homo_lumo_gap_ha": 0.4361, "e_lumo_ev": -8.799, "total_charge": 2, "smiles": "CC(C)=[NH+]C[NH2+]N", "fmax_ev_per_a": 5.453}



{"formula": "C3H4Cl2O", "method": "wB97M-V/def2-TZVPD", "elements": ["C", "C", "C", "O", "Cl", "Cl", "H", "H", "H", "H"], "positions_angstrom": [[-4.00828, -0.50852, -1.33618], [0.39349, -0.04755, 0.03984], [-0.09942, -0.55597, -1.31209], [-4.51173, -1.52626, -1.49167], [-4.79667, 0.96622, -1.93096], [-1.68587, 0.03186, -1.55109], [0.33593, 1.11579, -0.03813], [1.41891, -0.39702, 0.03775], [-0.31260, -0.40078, 0.89474], [0.03916, -1.54533, -1.67268]], "forces_ev_per_a": [[-0.6500, 0.6275, 0.1984], [-1.0405, 0.8902, -1.0361], [-1.1085, 1.2028, 1.9015], [-0.1392, -1.8964, 0.1156], [-0.0535, 1.0562, -0.1673], [0.4699, 0.2226, -0.9790], [0.2908, -2.0689, 0.4866], [0.2723, 0.1337, 1.0664], [1.5669, 0.4613, -1.2939], [0.3919, -0.6291, -0.2922]], "e_above_lowest_kcal_mol": 96.2, "homo_ha": [-0.3236, -0.3183], "homo_lumo_gap_ha": [0.3086, 0.2761], "e_lumo_ev": [-0.407, -1.149], "total_charge": 0, "fmax_ev_per_a": 2.508}



What is the formula in the first record? C2H2BrN



What is the formula in the third record? C3H4Cl2O